{"formula": "C25H40N4O", "method": "ωB97M-V with the def2-TZVPD basis set", "symbols": ["C", "C", "C", "C", "C", "C", "C", "C", "C", "C", "C", "N", "C", "C", "N", "O", "C", "C", "C", "C", "H", "H", "H", "H", "H", "H", "H", "H", "H", "H", "H", "H", "H", "H", "H", "H", "H", "H", "H", "H", "H", "H", "H", "H", "H", "H", "H", "H", "H", "H", "C", "C", "C", "N", "C", "H", "H", "H", "H", "H", "C", "C", "C", "N", "C", "H", "H", "H", "H", "H"], "positions_angstrom": [[3.609, -1.479, 1.151], [4.226, -0.094, 0.938], [3.256, 0.893, 0.276], [3.155, 0.702, -1.245], [2.784, 1.972, -2.015], [1.396, 2.493, -1.613], [1.408, 3.718, -0.707], [0.037, 4.004, -0.075], [-0.184, 3.255, 1.251], [-1.315, 2.207, 1.217], [-2.609, 2.926, 1.163], [-3.612, 3.478, 1.067], [-1.242, 1.389, 2.530], [-2.433, 0.591, 2.797], [-3.374, -0.033, 3.011], [-1.111, 1.402, 0.091], [-2.210, 0.642, -0.422], [-1.657, -0.251, -1.513], [-0.746, -1.403, -1.058], [-1.030, -1.982, 0.325], [2.542, -1.391, 1.359], [3.713, -2.097, 0.258], [4.093, -2.022, 1.959], [5.106, -0.178, 0.298], [4.576, 0.304, 1.892], [3.601, 1.907, 0.482], [2.273, 0.749, 0.730], [4.088, 0.276, -1.621], [2.364, -0.023, -1.462], [3.549, 2.739, -1.881], [2.773, 1.707, -3.074], [0.805, 2.735, -2.499], [0.860, 1.692, -1.103], [2.140, 3.614, 0.096], [1.722, 4.593, -1.282], [-0.041, 5.074, 0.118], [-0.745, 3.769, -0.796], [0.725, 2.724, 1.541], [-0.410, 3.977, 2.035], [-1.132, 2.088, 3.362], [-0.356, 0.757, 2.504], [-2.707, 0.079, 0.369], [-2.957, 1.310, -0.859], [-2.479, -0.600, -2.136], [-1.061, 0.415, -2.144], [0.303, -1.110, -1.124], [-0.863, -2.218, -1.774], [-1.047, -1.227, 1.107], [-0.239, -2.686, 0.587], [-1.962, -2.545, 0.335], [-8.283, -0.513, 1.195], [-7.587, 0.284, 0.246], [-6.395, 0.646, 0.819], [-6.343, 0.097, 2.068], [-7.489, -0.605, 2.308], [-9.254, -0.965, 1.074], [-7.924, 0.562, -0.738], [-5.586, 1.252, 0.447], [-5.572, 0.202, 2.707], [-7.640, -1.114, 3.244], [5.305, -5.698, -1.803], [4.034, -5.806, -1.172], [3.369, -4.631, -1.394], [4.187, -3.819, -2.132], [5.368, -4.461, -2.385], [6.081, -6.444, -1.825], [3.655, -6.649, -0.620], [2.389, -4.303, -1.091], [3.956, -2.892, -2.439], [6.148, -3.987, -2.956]], "lowdin_charge": [-0.10, -0.26, -0.22, -0.21, -0.20, -0.21, -0.20, -0.17, -0.10, -0.48, -0.15, 0.22, -0.08, -0.19, 0.19, -0.09, -0.19, -0.16, -0.23, -0.09, 0.06, 0.05, 0.07, 0.10, 0.10, 0.10, 0.10, 0.11, 0.09, 0.11, 0.10, 0.12, 0.08, 0.10, 0.11, 0.11, 0.12, 0.12, 0.13, 0.14, 0.13, 0.10, 0.13, 0.12, 0.11, 0.08, 0.10, 0.04, 0.07, 0.08, -0.12, -0.12, -0.15, 0.00, -0.15, 0.08, 0.08, 0.09, 0.08, 0.10, -0.11, -0.11, -0.15, 0.00, -0.14, 0.09, 0.09, 0.10, 0.14, 0.10], "energy_ev": -34580.62511, "smiles": "CCCCCCCCC[C@](C#N)(CC#N)OCCCC.c1cc[nH]c1.c1cc[nH]c1", "lumo_ev": 0.40}

---

{"formula": "C25H41AuBrN2O2Si4", "method": "ωB97M-V with the def2-TZVPD basis set", "symbols": ["Au", "O", "C", "C", "C", "C", "C", "C", "C", "O", "N", "N", "C", "C", "Br", "C", "C", "C", "C", "C", "C", "C", "H", "H", "H", "H", "H", "H", "H", "H", "H", "H", "H", "H", "H", "H", "C", "Si", "C", "C", "Si", "Si", "C", "C", "C", "Si", "C", "C", "C", "H", "H", "H", "H", "H", "H", "H", "H", "H", "H", "H", "H", "H", "H", "H", "H", "H", "H", "H", "H", "H", "H", "H", "H", "H", "H", "H"], "positions_angstrom": [[0.251, 0.037, -0.150], [4.418, -0.891, -0.030], [4.437, 0.425, 0.370], [5.316, 0.832, 1.370], [5.353, 2.150, 1.781], [4.510, 3.087, 1.193], [3.644, 2.670, 0.204], [3.578, 1.341, -0.225], [2.593, 1.073, -1.344], [1.287, 1.486, -1.005], [2.628, -0.296, -1.838], [1.682, -1.113, -1.420], [1.558, -2.306, -1.857], [0.483, -3.172, -1.357], [-0.331, -2.581, 0.271], [-0.001, -4.294, -1.880], [0.435, -5.023, -3.091], [-0.539, -5.750, -3.770], [-0.223, -6.448, -4.926], [1.081, -6.447, -5.399], [2.067, -5.758, -4.706], [1.746, -5.051, -3.559], [5.065, -1.377, 0.498], [5.978, 0.102, 1.819], [6.051, 2.448, 2.552], [4.536, 4.123, 1.498], [2.983, 3.386, -0.271], [2.895, 1.676, -2.204], [3.320, -0.617, -2.499], [2.227, -2.677, -2.624], [-0.867, -4.726, -1.386], [-1.555, -5.759, -3.397], [-0.992, -7.000, -5.447], [1.333, -6.996, -6.295], [3.091, -5.781, -5.051], [2.543, -4.572, -3.006], [-4.824, 1.909, 0.601], [-3.457, 1.040, -0.276], [-3.172, 1.755, -1.954], [-3.878, -0.768, -0.444], [-1.489, 1.077, 1.013], [-0.750, 3.384, 1.070], [-2.136, 4.212, 1.957], [0.819, 3.239, 2.018], [-0.570, 3.879, -0.689], [-1.587, 0.318, 3.248], [-2.775, 1.327, 4.226], [-2.185, -1.441, 3.176], [0.104, 0.343, 4.003], [-5.737, 1.769, 0.017], [-4.647, 2.978, 0.688], [-5.001, 1.511, 1.600], [-3.923, 1.351, -2.638], [-2.187, 1.518, -2.354], [-3.283, 2.838, -1.946], [-4.775, -0.884, -1.061], [-4.080, -1.219, 0.525], [-3.069, -1.328, -0.915], [-2.289, 3.784, 2.942], [-3.064, 4.143, 1.397], [-1.899, 5.274, 2.085], [0.645, 2.867, 3.023], [1.306, 4.218, 2.098], [1.502, 2.570, 1.498], [-1.521, 3.849, -1.213], [0.139, 3.222, -1.181], [-0.186, 4.904, -0.742], [-3.771, 1.350, 3.786], [-2.436, 2.351, 4.354], [-2.852, 0.878, 5.220], [-3.153, -1.521, 2.685], [-2.290, -1.837, 4.191], [-1.483, -2.083, 2.649], [0.329, 1.312, 4.444], [0.888, 0.111, 3.281], [0.153, -0.402, 4.801]], "lowdin_charge": [0.83, 0.03, -0.25, -0.02, -0.06, -0.07, -0.06, -0.11, -0.37, -0.33, 0.02, -0.12, -0.15, -0.57, 0.93, -0.09, -0.21, -0.03, -0.06, -0.07, -0.06, -0.04, 0.11, 0.12, 0.11, 0.11, 0.12, 0.17, 0.17, 0.12, 0.11, 0.12, 0.11, 0.11, 0.11, 0.10, -0.19, 0.31, -0.21, -0.23, 0.40, 0.36, -0.20, -0.21, -0.20, 0.32, -0.19, -0.23, -0.21, 0.05, 0.02, 0.03, 0.04, 0.03, 0.03, 0.04, 0.02, 0.01, 0.01, 0.01, 0.05, 0.01, 0.05, 0.00, 0.01, 0.01, 0.05, 0.03, 0.02, 0.05, 0.02, 0.04, -0.04, 0.03, 0.02, 0.04], "energy_ev": -138904.60237, "e_above_lowest_kcal_mol": 24.98, "lumo_ev": -4.71, "total_charge": 1}

---

{"formula": "C25H41B2InNO28", "method": "ωB97M-V with the def2-TZVPD basis set", "symbols": ["C", "C", "O", "C", "In", "C", "B", "O", "O", "O", "N", "O", "B", "O", "O", "H", "H", "H", "H", "H", "H", "H", "H", "H", "H", "H", "H", "H", "C", "C", "O", "C", "O", "O", "H", "H", "H", "H", "C", "C", "O", "C", "O", "O", "H", "H", "H", "H", "C", "C", "O", "C", "O", "O", "H", "H", "H", "H", "C", "C", "O", "C", "O", "O", "H", "H", "H", "H", "C", "C", "O", "C", "O", "O", "H", "H", "H", "H", "C", "C", "O", "C", "O", "O", "H", "H", "H", "H", "C", "C", "O", "C", "O", "O", "H", "H", "H", "H"], "positions_angstrom": [[0.992, -1.815, -0.537], [2.113, -1.088, 0.181], [1.501, -0.448, 1.323], [2.838, -0.068, -0.668], [1.806, 1.913, -0.619], [2.242, 3.219, -2.382], [0.934, 3.863, -2.841], [0.114, 4.493, -1.884], [0.527, 3.890, -4.172], [-0.341, 1.668, -0.501], [-0.900, 1.279, -1.592], [-0.138, 0.940, -2.475], [2.450, 3.019, 1.288], [3.789, 3.351, 1.450], [1.592, 3.422, 2.317], [0.073, -1.269, -0.359], [0.887, -2.829, -0.176], [1.134, -1.830, -1.609], [2.821, -1.831, 0.558], [2.222, -0.121, 1.876], [3.812, 0.097, -0.205], [3.024, -0.435, -1.672], [2.761, 2.701, -3.182], [2.882, 4.029, -2.044], [-0.714, 3.993, -1.838], [0.083, 4.732, -4.342], [4.024, 3.942, 0.708], [1.676, 4.384, 2.395], [4.310, 6.168, -3.662], [4.040, 7.502, -2.993], [3.822, 7.118, -1.630], [4.429, 5.927, -1.425], [4.548, 5.403, -0.364], [4.864, 5.404, -2.587], [5.018, 6.232, -4.483], [3.400, 5.675, -4.007], [4.900, 8.172, -3.035], [3.165, 8.014, -3.385], [-2.194, 6.717, -3.070], [-2.377, 7.720, -1.955], [-1.431, 8.743, -2.310], [-1.202, 8.668, -3.640], [-0.589, 9.475, -4.264], [-1.756, 7.551, -4.161], [-3.108, 6.191, -3.332], [-1.410, 5.995, -2.845], [-3.377, 8.157, -1.941], [-2.155, 7.314, -0.974], [-1.367, 10.678, 2.040], [-0.517, 9.443, 1.810], [-1.507, 8.416, 1.688], [-2.669, 8.988, 1.301], [-3.629, 8.389, 0.946], [-2.584, 10.339, 1.366], [-0.940, 11.582, 1.614], [-1.585, 10.844, 3.096], [0.052, 9.493, 0.880], [0.157, 9.220, 2.632], [-1.517, -4.298, 1.309], [-1.291, -5.253, 2.453], [-0.950, -6.480, 1.780], [-0.486, -6.160, 0.549], [0.032, -6.933, -0.195], [-0.655, -4.847, 0.307], [-1.222, -3.279, 1.548], [-2.541, -4.298, 0.932], [-0.447, -4.930, 3.062], [-2.160, -5.402, 3.088], [1.795, 0.339, 4.805], [2.853, -0.704, 4.506], [2.113, -1.928, 4.608], [0.806, -1.645, 4.383], [-0.044, -2.454, 4.198], [0.601, -0.313, 4.369], [1.934, 1.272, 4.263], [1.710, 0.551, 5.873], [3.249, -0.619, 3.492], [3.677, -0.701, 5.214], [-2.344, -10.146, -1.201], [-1.266, -9.490, -2.037], [-1.748, -9.713, -3.375], [-3.086, -9.889, -3.323], [-3.802, -9.938, -4.270], [-3.502, -10.013, -2.040], [-2.505, -9.658, -0.244], [-2.158, -11.206, -1.032], [-1.190, -8.418, -1.857], [-0.286, -9.939, -1.908], [-4.560, -13.174, 2.378], [-3.423, -13.250, 1.379], [-3.006, -11.884, 1.291], [-3.378, -11.248, 2.432], [-3.038, -10.155, 2.733], [-4.194, -12.041, 3.170], [-4.647, -14.059, 3.002], [-5.521, -12.973, 1.901], [-2.587, -13.850, 1.741], [-3.731, -13.614, 0.402]], "lowdin_charge": [-0.04, -0.52, -0.09, -0.21, 0.91, -0.11, -0.82, 0.07, 0.12, -0.23, -0.22, -0.09, -0.64, 0.05, 0.04, 0.07, 0.06, 0.08, 0.12, 0.05, 0.03, 0.04, 0.04, 0.01, 0.09, 0.08, 0.04, 0.08, -0.10, -0.11, 0.07, -0.56, 0.16, 0.06, 0.13, 0.13, 0.13, 0.13, -0.09, -0.11, 0.06, -0.58, 0.15, 0.06, 0.14, 0.10, 0.13, 0.13, -0.12, -0.11, 0.06, -0.58, 0.16, 0.06, 0.13, 0.13, 0.13, 0.13, -0.11, -0.11, 0.06, -0.57, 0.14, 0.06, 0.13, 0.13, 0.12, 0.13, -0.10, -0.11, 0.06, -0.58, 0.15, 0.07, 0.13, 0.13, 0.12, 0.13, -0.11, -0.10, 0.06, -0.58, 0.15, 0.06, 0.13, 0.12, 0.12, 0.13, -0.12, -0.11, 0.03, -0.56, 0.18, 0.06, 0.13, 0.13, 0.13, 0.13], "energy_ev": -91940.83614, "lumo_ev": 1.62, "total_charge": -1}